Entry 1:
Entry from OMol25: C5H8O3S2 in the gas phase (ωB97M-V with the def2-TZVPD basis set).

XYZ file:
```
18
Properties=species:S:1:pos:R:3:forces:R:3
C 0.411480 -0.284608 -0.150040 -2.5473 0.4643 -0.2862
C 1.742753 -0.430522 0.452439 0.7950 0.5927 -1.9713
C -2.310931 0.411025 -0.061908 -0.7560 0.5121 0.2778
C 2.903563 -0.990535 -0.370756 1.3229 -2.1463 1.4936
C -2.340767 1.834430 0.399636 2.1325 -1.8499 1.5428
O 0.130714 -0.638243 -1.461799 1.0787 -0.7707 0.3724
O -1.486181 -2.024214 0.806139 -0.4360 -0.5641 -0.0574
O -2.984668 -0.125924 -0.881755 0.2285 -0.2098 -0.2913
S 1.215743 1.299427 -0.043983 0.2847 0.3580 0.8926
S -1.183145 -0.615175 1.046334 1.9618 0.4466 -1.0253
H 1.784738 -0.542852 1.507666 0.0194 -0.1921 0.7265
H 3.217310 -1.980611 0.173758 -1.2764 0.8857 -1.4799
H 3.928450 -0.566031 -0.139130 -1.4772 0.7492 -0.7776
H 2.655805 -1.121812 -1.467750 0.5152 0.1685 1.4960
H -1.319566 2.012179 0.734879 0.1962 0.4593 -0.0369
H -2.899015 1.939777 1.292171 -0.7732 -0.4866 1.2274
H -2.672947 2.612627 -0.161897 -0.8869 1.7025 -2.5543
H -0.793330 -0.788943 -1.673997 -0.3822 -0.1193 0.4511
```
Positions in Å, forces in eV/Å.

Its calculated total energy is -33124.671 eV. The calculation puts the HOMO-LUMO gap at 9.214 eV. The calculation puts the HOMO energy at -9.090 eV. The energy above the lowest of the compared OMol25 structures with the same formula, charge and spin comes out at 13.9 kcal/mol.

natural (NBO) population analysis, charges in e, atoms 1 to 4: 0.02, -0.28, 0.40, -0.65

Entry 2:
Entry from OMol25: a gas-phase ion, C6H14N2P (charge +1) (ωB97M-V with the def2-TZVPD basis set).

XYZ file:
```
23
Properties=species:S:1:pos:R:3:forces:R:3
C -0.834470 -0.679793 0.669053 0.9188 0.5038 1.3534
C -0.210225 1.823495 -0.921921 0.4306 -0.5032 2.3362
C 0.818645 0.857523 -0.200491 1.3486 -2.0215 -1.7115
C 2.034373 1.682374 0.195993 1.5375 -0.4755 1.6280
C 1.399838 -0.271556 -1.208468 -1.5709 0.0691 -0.6873
C -2.557458 -2.331747 1.189245 -2.0123 -0.2173 2.0731
N 0.237151 0.054733 0.925228 0.3359 0.0037 1.4899
N -1.323019 -1.590923 1.464705 -0.9907 -1.3135 1.3195
P -1.623362 1.323128 -2.040500 0.5919 -0.6833 2.1123
H -0.251870 2.636585 -0.098548 -1.0011 -0.8134 -1.9109
H 0.413979 2.165488 -1.709685 0.9492 1.0285 -0.8840
H 2.778434 0.910208 0.558956 -0.6912 0.9675 0.2895
H 1.890354 2.488008 0.984456 0.0017 -1.0106 -0.9848
H 2.635368 2.088564 -0.642842 -1.0319 0.0324 0.1328
H 2.274532 -0.944752 -1.013845 -0.7672 0.8555 1.0744
H 1.791711 0.304923 -2.083176 -0.9471 -0.7291 0.0562
H 0.489573 -1.001928 -1.370777 1.8453 1.4452 -0.4584
H -2.598328 -3.328813 1.797274 0.4194 1.7379 -1.5841
H -2.628775 -2.390200 0.150959 -0.1971 -0.9758 -1.6701
H -3.515881 -1.784022 1.486812 1.4667 -0.3504 -0.0071
H 0.832724 -0.116180 1.849547 -1.5923 0.6485 -2.6232
H -1.037081 -1.975768 2.400467 0.9627 1.4934 -1.1923
H -1.016214 0.080652 -2.382444 -0.0066 0.3081 -0.1517
```
Positions in Å, forces in eV/Å.

Its calculated total energy is -18706.325 eV. The calculation puts the HOMO-LUMO gap (spin up / spin down) at 5.479 / 8.066 eV. The calculation puts the HOMO energy (spin up / spin down) at -12.340 / -13.573 eV. As for the net charge: +1. The energy above the lowest of the compared OMol25 structures with the same formula, charge and spin comes out at 108.3 kcal/mol.

natural (NBO) population analysis, charges in e, atoms 1 to 4: 0.51, -0.80, 0.15, -0.66

Entry 3:
Entry from OMol25: C3H8F2N2 in the gas phase (ωB97M-V with the def2-TZVPD basis set).

XYZ file:
```
15
Properties=species:S:1:pos:R:3:forces:R:3
N -0.779295 -0.966621 -1.909867 0.8077 0.1659 1.1536
C -0.510084 -0.925825 -0.427589 -2.4883 0.8185 -1.4670
C 0.053662 0.470678 0.115956 -0.3355 -3.2201 -2.0385
N 1.477887 0.295784 -0.373391 -0.5401 1.2450 1.2951
C -0.268723 0.593929 1.609480 2.6467 1.1957 0.0667
F -0.499024 1.942228 1.827641 -0.1054 -0.7248 0.4921
F 0.948959 0.273020 2.243211 -1.0407 0.2516 0.3035
H -1.577271 -0.401236 -2.139032 -0.4572 0.1961 0.1100
H -0.001811 -0.489140 -2.331513 0.5037 -0.0078 -0.4519
H 0.099303 -1.785927 -0.245506 1.0685 -0.0151 0.5044
H -1.485365 -1.249025 -0.037880 0.0816 0.5461 0.5451
H -0.401699 1.337964 -0.439402 0.3632 -1.0128 0.5941
H 2.040746 -0.295689 0.253347 -0.7414 0.0870 -0.2310
H 1.927028 1.196339 -0.288790 0.2898 0.3024 -0.1771
H -1.024313 0.003522 2.143336 -0.0526 0.1721 -0.6990
```
Positions in Å, forces in eV/Å.

Its calculated total energy is -11655.219 eV. The calculation puts the HOMO-LUMO gap at 10.539 eV. The calculation puts the HOMO energy at -9.494 eV. The energy above the lowest of the compared OMol25 structures with the same formula, charge and spin comes out at 21.3 kcal/mol.

natural (NBO) population analysis, charges in e, atoms 1 to 4: -0.82, -0.23, -0.14, -0.82